ORCA calculation (ωB97M-V/def2-TZVPD) on a 12-piece molecular cluster, H24O12 overall.

As for the gap between HOMO and LUMO: 10.96 eV. Its calculated total energy is -917.21608 a.u. For the energy relative to the best compared isomer or geometry (same formula, charge and spin), the calculation gives 2.974 eV. Its LUMO energy is -0.15 eV. Its structure (SMILES) is O.O.O.O.O.O.O.O.O.O.O.O.

Structure (XYZ):
```
36
Properties=species:S:1:pos:R:3:forces:R:3:mulliken_charge:R:1
O -1.15789 2.05231 1.81730 0.043 -0.394 0.216 -0.65
H -0.85820 1.50841 1.09002 -0.032 -0.322 -0.436 0.33
H -1.35698 2.88963 1.42102 -0.351 0.688 -0.223 0.27
O 0.85404 0.12558 -1.32533 -0.344 0.079 -0.450 -0.56
H 1.52075 -0.54517 -1.14890 0.223 -0.041 0.128 0.23
H 1.08922 0.54543 -2.18175 0.782 -0.372 0.851 0.36
O -2.03862 1.20671 -2.87585 0.671 -0.598 -0.251 -0.65
H -1.31535 0.86732 -2.27686 -2.020 1.095 -0.177 0.37
H -2.81589 1.66516 -2.48677 1.473 -0.518 0.471 0.34
O 0.37734 3.27902 -1.20036 -0.480 -0.476 -1.308 -0.57
H -0.10121 3.59505 -0.45193 -0.073 0.385 0.812 0.26
H 1.30423 3.22116 -1.00222 0.553 0.064 0.461 0.32
O -3.34474 1.04145 -0.37709 0.045 -1.681 -0.737 -0.64
H -3.73285 0.61862 0.40525 0.085 0.290 -0.134 0.30
H -3.29168 0.27897 -1.02290 -0.162 1.207 0.971 0.33
O 1.16578 1.70522 -3.46085 -1.375 -1.900 -0.205 -0.72
H 0.82341 0.91523 -3.95489 0.804 1.098 -0.305 0.40
H 0.42290 1.74185 -2.82652 0.170 1.626 -0.327 0.22
O 3.18669 -2.77725 -0.13916 -0.344 -0.148 0.711 -0.60
H 2.75355 -2.88998 0.72416 -0.331 0.789 0.063 0.33
H 3.41950 -3.69530 -0.24439 0.500 -0.527 -0.785 0.30
O -3.05868 -3.20373 -0.04017 0.184 -1.973 -0.254 -0.60
H -2.90873 -4.17037 -0.17930 -0.946 0.803 0.411 0.34
H -2.18772 -2.94517 -0.34417 0.515 1.142 -0.085 0.39
O 0.51453 1.57756 3.83311 0.366 0.130 -2.216 -0.65
H 0.60199 1.75034 2.84501 0.580 -0.050 1.792 0.39
H -0.43820 1.51913 3.75292 -0.565 -0.139 0.792 0.31
O -0.74478 -1.84780 -0.59391 1.147 0.158 -2.731 -0.74
H -0.27308 -1.78290 -1.49616 -0.453 -1.211 1.906 0.40
H -0.99330 -0.93005 -0.71131 -0.585 0.728 1.149 0.23
O 1.17065 -2.82528 2.02203 0.844 -0.087 -0.131 -0.63
H 0.95108 -3.08753 2.92309 -0.497 0.216 -0.423 0.29
H 0.41324 -2.56247 1.48895 -0.315 -0.086 0.398 0.32
O 3.49697 0.73181 2.50339 -2.222 0.379 1.074 -0.63
H 2.65122 0.54774 3.01895 1.471 0.583 -0.851 0.32
H 3.90083 -0.12070 2.49557 0.638 -0.937 -0.178 0.31
```
Positions in Å, forces in eV/Å.

***

ORCA calculation (ωB97M-V/def2-TZVPD) on an isolated ion of composition C3H6N2O2P and charge -1.

As for the gap between HOMO and LUMO: 5.99 eV. Its calculated total energy is -719.28584 a.u. For the energy relative to the best compared isomer or geometry (same formula, charge and spin), the calculation gives 2.404 eV. Its LUMO energy is 4.17 eV. As for the total charge: -1.

Structure (XYZ):
```
14
Properties=species:S:1:pos:R:3:forces:R:3:mulliken_charge:R:1
C -0.09721 1.29857 0.70668 1.793 0.261 0.018 0.35
C 0.63600 -1.10335 0.00129 -1.832 0.830 -0.204 -0.83
C 0.46854 0.40734 -0.41117 -0.483 0.043 0.059 0.38
N -0.32394 -1.54288 1.02827 0.986 0.215 0.935 -0.42
N -0.32089 0.53240 -1.61889 -0.606 -2.087 -0.259 -0.61
O -1.11198 0.90979 1.36716 -1.376 -0.097 0.686 -0.56
O 0.52631 2.33143 0.97135 -0.471 -0.079 -0.147 -0.68
P -1.83158 -0.74316 1.10226 -1.036 0.140 -0.561 -0.24
H 0.43237 -1.69896 -0.86855 -0.295 -0.105 -0.779 0.31
H 1.61792 -1.38271 0.25398 1.494 0.039 0.785 0.33
H 1.37933 0.97517 -0.60938 0.423 -0.718 -0.131 0.25
H 0.03654 -1.37772 1.97300 0.508 -0.450 -0.475 0.28
H -0.18651 1.33336 -2.15049 0.105 1.525 -0.726 0.17
H -1.22490 0.06073 -1.74552 0.789 0.484 0.800 0.28
```
Positions in Å, forces in eV/Å.

***

ORCA calculation (ωB97M-V/def2-TZVPD) on C4H4LiO5Pb as an isolated structure.

As for the gap between HOMO and LUMO (alpha / beta): 6.26 / 6.43 eV. As for the spin multiplicity: 2. As for the expectation value of S²: 0.76. Its calculated total energy is -730.57698 a.u. For the energy relative to the best compared isomer or geometry (same formula, charge and spin), the calculation gives 2.253 eV. Its LUMO energy (alpha / beta) is -9.34 / -9.24 eV. As for the total charge: +2.

Structure (XYZ):
```
15
Properties=species:S:1:pos:R:3:forces:R:3:mulliken_spin:R:1
O -2.87374 -3.06254 0.34115 -2.651 -0.799 0.065 0.09
C -3.56856 -2.04889 0.34469 -1.761 -1.574 0.515 0.72
O -3.15243 -0.89788 0.05984 -0.704 1.727 -0.223 0.08
Li -3.52909 0.88875 0.44640 -0.480 0.096 -0.063 0.00
Pb -1.12774 -1.87552 0.03070 4.942 0.091 -0.050 0.06
C 0.80181 -0.86518 -0.96835 1.358 2.644 -1.245 -0.04
C 1.76681 -0.66769 -0.08229 -0.920 -1.593 0.456 0.07
H 0.92059 -0.91314 -2.05177 -0.674 -1.059 0.082 0.00
H 2.27731 -1.47530 0.44682 0.849 0.617 -0.120 0.00
O 1.70241 2.57527 1.27218 -0.103 0.158 1.259 0.00
C 1.32671 1.60854 0.51972 1.828 0.914 -2.641 0.01
O 0.62749 1.86469 -0.51218 -0.241 -1.281 -1.827 0.00
O 1.97527 0.52264 0.70378 -0.474 -1.290 0.915 0.00
H 2.13027 3.29052 0.77419 -0.415 0.449 -0.013 0.00
H 0.72291 1.05573 -1.32488 -0.554 0.898 2.890 0.00
```
Positions in Å, forces in eV/Å.

***

ORCA calculation (ωB97M-V/def2-TZVPD) on C34H42As2N2O12Tl as an isolated structure.

As for the gap between HOMO and LUMO (alpha / beta): 6.89 / 6.01 eV. Its calculated total energy is -6976.13950 a.u. For the energy relative to the best compared isomer or geometry (same formula, charge and spin), the calculation gives 0.000 eV. Its LUMO energy (alpha / beta) is -8.31 / -9.65 eV. As for the total charge: +3.

Structure (XYZ):
```
93
Properties=species:S:1:pos:R:3:forces:R:3:mulliken_charge:R:1
Tl -0.23837 1.38268 1.02265 -0.188 0.024 0.057 1.09
C 3.24538 2.50642 0.47372 0.012 -0.018 0.041 -0.24
C 2.88880 2.67150 1.93383 -0.001 -0.004 0.090 -1.09
O 2.01218 1.66935 2.43414 0.065 -0.121 -0.190 -0.23
C 2.55650 0.48019 2.99824 -0.006 0.038 0.013 -0.81
C 2.72834 -0.65592 2.00527 -0.007 0.026 -0.024 -0.43
O 1.55462 -0.74191 1.19961 0.064 -0.029 -0.007 -0.04
C 1.51114 -1.84859 0.30760 -0.056 0.051 -0.021 -1.01
C 0.50876 -1.51195 -0.79715 0.069 0.051 0.032 -0.06
O 0.56289 -0.13178 -1.19696 0.011 -0.038 0.016 0.03
C 1.51224 0.23078 -2.13848 -0.094 0.065 -0.036 -1.21
C 2.22393 2.65925 -1.66686 0.008 -0.078 -0.137 -1.75
O 2.06159 2.29524 -0.30390 -0.047 0.074 0.054 0.14
H 3.93359 1.66396 0.32925 0.017 -0.008 -0.057 0.22
H 3.76000 3.41518 0.15223 0.010 0.006 -0.018 0.52
H 2.36379 3.61576 2.07108 -0.019 0.032 0.031 0.34
H 3.81335 2.70791 2.51513 -0.006 0.019 0.058 0.46
H 1.84912 0.17334 3.76690 -0.019 0.017 0.041 0.35
H 3.51658 0.68138 3.47822 0.004 0.024 0.050 0.40
H 2.88667 -1.58041 2.56694 0.030 -0.034 -0.018 0.52
H 3.60875 -0.50322 1.36421 0.000 -0.014 -0.021 0.22
H 1.17947 -2.75494 0.82096 0.004 -0.019 0.022 0.46
H 2.50694 -2.04770 -0.09470 0.053 -0.044 0.008 0.44
H -0.50255 -1.64368 -0.41816 -0.089 -0.006 -0.028 -0.08
H 0.64376 -2.18118 -1.65059 -0.006 0.023 -0.025 0.39
H 1.42366 -0.40344 -3.02776 0.082 -0.069 -0.022 0.82
H 2.84783 -0.01926 -0.55072 -0.039 -0.084 -0.044 -0.62
H 1.90970 3.69344 -1.82116 0.006 0.040 -0.019 0.36
H 3.27786 2.58962 -1.94592 0.032 -0.022 0.038 0.79
C 4.09565 0.27625 -3.58038 -0.019 -0.022 -0.167 -1.24
C 3.96038 -0.06034 -2.23557 0.103 -0.032 0.022 0.28
N 2.83466 -0.00970 -1.56332 -0.029 0.102 0.000 0.51
C 1.39271 1.72958 -2.61355 -0.047 -0.030 0.144 4.17
C 2.07407 1.78920 -3.97479 -0.114 0.022 -0.111 -0.01
C 3.23262 1.06447 -4.32599 0.125 0.086 0.182 -0.76
C 1.57070 2.63027 -4.98149 0.017 -0.028 -0.051 -1.19
C 0.35040 3.23765 -4.88798 -0.030 0.019 0.003 -1.24
C -0.50197 3.01367 -3.75600 0.014 -0.070 -0.068 1.35
C -1.80423 3.52602 -3.73153 0.046 0.074 -0.040 -0.77
C -2.60357 3.29665 -2.63598 -0.051 0.046 -0.003 -1.00
C -2.05003 2.60428 -1.57020 0.092 -0.024 -0.026 -0.21
N -0.80533 2.12179 -1.57478 0.053 0.118 0.083 0.36
C -0.04538 2.27426 -2.65471 0.000 -0.094 0.023 -1.92
H 5.01558 -0.03027 -4.06058 -0.022 -0.028 0.028 0.44
H 4.83204 -0.39448 -1.68048 -0.027 0.052 -0.004 0.52
H 3.55461 1.22400 -5.34886 0.003 0.039 0.005 0.45
H 2.16480 2.76514 -5.87768 -0.062 -0.025 0.006 0.49
H -0.01051 3.86331 -5.69693 0.028 -0.033 0.046 0.46
H -2.15926 4.11066 -4.57227 -0.019 -0.045 0.012 0.48
H -3.61717 3.66993 -2.58658 0.030 -0.001 0.020 0.53
H -2.62869 2.43175 -0.66854 0.005 -0.009 -0.023 0.24
C -1.37197 -5.13398 2.20209 -0.045 -0.035 -0.017 -0.48
O -2.51636 -5.29133 3.05422 0.088 -0.014 0.038 -0.34
C -3.75592 -5.08247 2.63869 -0.117 0.034 0.006 -0.15
O -4.69489 -5.32510 3.34659 0.025 0.078 -0.022 -0.48
C -4.03039 -4.49076 1.26953 0.035 0.077 0.232 0.96
C -4.92165 -5.08874 0.48816 -0.015 0.032 -0.202 0.17
As -6.24789 -4.40657 -0.82012 -0.001 0.173 -0.011 0.42
C -5.83952 -5.41694 -2.42332 -0.167 -0.091 0.003 -0.93
C -3.51653 -3.23773 -1.80449 0.028 0.020 -0.162 0.33
C -3.90283 -2.39366 -0.89837 -0.051 0.026 0.362 0.51
As -3.39791 -2.61204 1.03603 0.051 -0.159 -0.195 0.72
C -4.98814 -1.82640 1.85989 -0.043 0.043 0.078 -1.30
C -4.50879 -1.03950 -1.15506 -0.196 0.055 -0.023 -0.36
O -3.99759 -0.03900 -0.71126 0.054 -0.101 -0.039 -0.50
O -5.63140 -1.10095 -1.84510 0.152 -0.065 -0.066 -0.25
C -6.29039 0.15867 -2.13392 -0.034 -0.007 0.044 -0.66
C -2.61916 -4.39319 -1.90580 0.172 0.089 0.260 0.60
O -1.61321 -4.43662 -1.22754 -0.011 0.027 0.018 -0.57
O -3.01045 -5.28964 -2.78227 0.207 -0.023 -0.190 -0.30
C -2.15724 -6.43829 -3.02119 0.046 -0.015 0.006 -0.74
C -5.82479 -6.24222 0.72602 -0.019 -0.019 -0.105 0.06
O -6.92277 -5.97046 0.12792 0.083 -0.070 0.046 -0.54
O -5.71529 -7.37996 1.26570 -0.009 -0.136 0.121 -0.32
C -4.51827 -7.90000 1.91055 0.102 0.049 0.038 -0.63
H -0.63831 -5.84842 2.55947 0.011 -0.049 0.009 0.42
H -0.97748 -4.12716 2.30901 0.007 0.089 -0.009 0.25
H -1.60507 -5.33783 1.15916 -0.046 0.006 -0.087 0.19
H -6.79258 -5.80382 -2.78566 -0.057 0.037 0.018 0.52
H -5.15185 -6.23971 -2.24766 -0.083 0.042 0.013 0.23
H -5.43088 -4.73871 -3.17110 -0.044 -0.056 0.023 0.29
H -5.91372 -2.20745 1.43681 -0.038 -0.037 -0.051 0.37
H -4.94413 -0.74484 1.74490 0.047 -0.012 -0.021 0.42
H -4.96494 -2.06094 2.92406 0.019 -0.039 0.000 0.48
H -6.99483 -0.05493 -2.92864 -0.004 -0.038 -0.014 0.26
H -5.55930 0.89590 -2.44876 0.034 0.022 -0.028 0.26
H -6.81567 0.50535 -1.24757 0.032 -0.001 0.038 0.32
H -1.17975 -6.28951 -2.57549 0.001 0.025 0.014 0.33
H -2.08056 -6.54839 -4.09701 -0.030 0.021 -0.039 0.29
H -2.63857 -7.31490 -2.59630 -0.029 -0.006 0.041 0.29
H -4.59084 -7.70558 2.97319 -0.074 0.049 0.070 0.31
H -3.62477 -7.44180 1.49061 -0.033 0.016 -0.084 0.27
H -4.53166 -8.96390 1.71451 -0.036 -0.056 -0.078 0.33
```
Positions in Å, forces in eV/Å.